[1]
C15H29ClFN4Si2 as an isolated structure in a non-equilibrium geometry. Source: the OMol25 dataset; level of theory: wB97M-V/def2-TZVPD.

DFT total energy: -1947.1159 Ha
net charge: -1
largest force on an atom: 1.7 eV Å⁻¹

Last column: Löwdin charge in e.
CARTESIAN COORDINATES (ANGSTROEM)
C1 3.40135 -0.82804 -2.07070  -0.028
C2 2.62125 -1.23497 -3.30917  -0.409
N1 2.57296 -2.46706 -3.59653  0.153
C3 1.99991 -0.10662 -4.13617  -0.133
C4 0.45211 -0.04833 -4.14115  -0.675
Cl1 -0.02040 0.79108 -5.69963  0.727
C5 -0.05288 0.84085 -3.08428  -0.232
N2 -0.55137 1.47498 -2.26934  0.248
C6 -0.28193 -1.41010 -4.12455  -0.295
C7 -0.17584 -2.06637 -5.44237  -0.251
N3 -0.00752 -2.79758 -6.31275  0.180
C8 -1.81760 -1.23142 -3.82941  -0.120
C9 -2.17324 -1.38648 -2.34543  -0.200
F1 -2.88003 -2.56924 -2.19214  -0.050
H1 4.07043 -0.01450 -2.37714  0.082
H2 4.03830 -1.66747 -1.80083  0.080
H3 2.74845 -0.50708 -1.25835  0.044
H4 2.05818 -2.58874 -4.47443  0.036
H5 2.34354 0.84195 -3.71681  0.117
H6 2.39089 -0.13484 -5.15386  0.112
H7 0.10758 -2.05459 -3.33711  0.145
H8 -2.14751 -0.28114 -4.24864  0.103
H9 -2.32089 -2.03171 -4.37321  0.120
H10 -1.31228 -1.33846 -1.67564  0.103
H11 -2.84880 -0.57569 -2.06459  0.117
C10 0.94708 2.91327 5.35164  -0.218
Si1 -0.26685 1.82899 4.38252  0.197
C11 -1.64705 2.98051 3.78687  -0.209
C12 -1.02527 0.63346 5.64036  -0.209
N4 0.56904 1.06437 3.13223  -0.241
Si2 -0.12716 0.00477 2.02492  0.196
C13 -1.47455 0.78489 0.95097  -0.202
C14 -0.85174 -1.55878 2.80905  -0.204
C15 1.21705 -0.57865 0.81602  -0.218
H12 0.43929 3.43173 6.17416  0.006
H13 1.74881 2.30512 5.77592  0.009
H14 1.39124 3.66668 4.69732  0.009
H15 -2.00778 3.61416 4.60760  0.008
H16 -2.50500 2.42058 3.40882  0.001
H17 -1.28213 3.63519 2.99317  0.016
H18 -0.28855 -0.10827 5.95431  0.016
H19 -1.89162 0.11104 5.22923  0.001
H20 -1.36525 1.17215 6.53444  0.008
H21 -2.39778 0.95553 1.50866  0.008
H22 -1.72200 0.12685 0.11009  -0.021
H23 -1.13396 1.73591 0.54121  0.010
H24 -0.13878 -2.00211 3.50660  0.017
H25 -1.08516 -2.31000 2.04232  0.008
H26 -1.77827 -1.34671 3.34581  0.003
H27 2.01735 -1.09359 1.35145  0.022
H28 1.64359 0.27785 0.28691  0.005
H29 0.80080 -1.27331 0.07162  0.005

***

[2]
A single C5H10O2 molecule in a non-equilibrium geometry. Source: the OMol25 dataset; level of theory: wB97M-V/def2-TZVPD.

SMILES: CCO[C@@H](C)C=O
DFT total energy: -346.8870 Ha
largest force on an atom: 1.8 eV Å⁻¹

Last column: Löwdin charge in e.
CARTESIAN COORDINATES (ANGSTROEM)
C1 -0.42403 -0.83283 -2.49794  -0.087
C2 -0.24008 0.47941 -1.68565  -0.209
O1 -0.16946 0.15317 -0.23244  -0.187
C3 0.35765 0.57398 1.19086  -0.206
C4 -0.56835 0.51019 2.48125  -0.040
C5 1.34111 -0.56272 1.13662  -0.252
O2 2.27789 -0.51967 0.38657  0.060
H1 -1.19290 -1.46337 -2.04315  0.069
H2 -0.76061 -0.62552 -3.53243  0.077
H3 0.49593 -1.42305 -2.58853  0.071
H4 0.57837 1.04250 -2.17431  0.113
H5 -1.14569 1.07785 -1.82830  0.098
H6 0.83577 1.55234 1.16560  0.135
H7 -0.19976 1.14907 3.31941  0.086
H8 -1.57701 0.86641 2.27286  0.069
H9 -0.65457 -0.49519 2.93322  0.070
H10 1.04575 -1.48256 1.69635  0.133

***

[3]
C33H28Ge2N5RuS3 as an isolated structure. Source: the OMol25 dataset; level of theory: wB97M-V/def2-TZVPD.

DFT total energy: -6991.2551 Ha
net charge: +1
largest force on an atom: 0.1 eV Å⁻¹

Last column: Löwdin charge in e.
CARTESIAN COORDINATES (ANGSTROEM)
Ru1 0.97457 -0.98538 -0.86094  0.504
S1 -0.83939 0.23588 -1.41769  0.729
C1 -2.21652 -0.68696 -0.91630  -0.643
C2 -3.50848 -0.15553 -0.98744  -0.029
C3 -4.57221 -0.88842 -0.50900  -0.168
C4 -5.88594 -0.30719 -0.52620  -0.164
N1 -6.93578 0.15736 -0.53072  0.200
C5 -4.37327 -2.18081 0.03100  -0.178
C6 -3.10137 -2.70665 0.09557  -0.037
C7 -2.02263 -1.94905 -0.36647  -0.648
S2 -0.38653 -2.51566 -0.22242  0.707
C8 -5.47988 -2.93445 0.54878  -0.167
N2 -6.35007 -3.55557 0.96743  0.195
H1 -3.67087 0.83796 -1.38361  0.134
H2 -2.94073 -3.68855 0.52149  0.132
N3 2.78496 -0.15113 -4.51284  0.205
C9 1.77693 -0.93845 -5.06175  -0.162
C10 1.47357 -1.27836 -6.37493  0.000
C11 0.36852 -2.08306 -6.55782  -0.060
C12 -0.40874 -2.53222 -5.47606  -0.055
C13 -0.10385 -2.19250 -4.17597  -0.006
C14 1.01203 -1.38367 -3.98194  -0.206
N4 1.57604 -0.87554 -2.81841  -0.010
C15 2.61031 -0.14653 -3.17972  -0.245
C16 3.35555 0.50966 -2.12692  -0.295
C17 4.46005 1.29345 -2.13851  -0.293
S3 4.87989 1.70970 -0.53481  1.130
C18 3.55592 0.82709 0.04894  -0.445
N5 2.83137 0.25425 -0.87224  -0.069
H3 3.50523 0.33493 -5.01958  0.178
H4 2.06765 -0.93224 -7.20939  0.119
H5 0.08982 -2.37566 -7.56061  0.114
H6 -1.26710 -3.15904 -5.67395  0.114
H7 -0.69815 -2.53074 -3.33769  0.097
H8 5.03872 1.63265 -2.98134  0.090
H9 3.33245 0.77479 1.10084  0.035
C19 3.42332 -0.51361 3.23910  -0.253
Ge1 1.48043 -0.77891 3.12314  0.689
C20 0.66176 -0.08302 4.76046  -0.229
C21 1.17737 -2.70515 2.98246  -0.266
Ge2 0.35733 0.41763 1.27060  0.809
C22 -1.50636 0.57401 1.80402  -0.382
C23 -2.16729 -0.47384 2.44252  -0.140
C24 -3.49553 -0.34727 2.82848  -0.069
C25 -4.17627 0.83711 2.58367  -0.069
C26 -3.52511 1.89410 1.95969  -0.067
C27 -2.20042 1.76205 1.56974  -0.109
C28 1.07964 2.22303 1.00525  -0.387
C29 1.69310 2.82536 2.10501  -0.127
C30 2.27632 4.08216 2.00287  -0.069
C31 2.25399 4.75750 0.79135  -0.076
C32 1.63459 4.17775 -0.30828  -0.075
C33 1.05200 2.92226 -0.20089  -0.141
H10 3.75529 -0.99246 4.16181  0.031
H11 3.70393 0.53922 3.30100  0.015
H12 3.95751 -0.98627 2.41408  0.016
H13 0.99820 -0.68121 5.60856  0.029
H14 -0.42454 -0.13423 4.70495  0.012
H15 0.94721 0.95338 4.93995  0.018
H16 1.54823 -3.17312 3.89586  0.029
H17 1.72266 -3.12640 2.13743  0.009
H18 0.12509 -2.96308 2.87171  0.000
H19 -1.64683 -1.40611 2.64035  0.089
H20 -3.99898 -1.17127 3.31877  0.115
H21 -5.21276 0.93713 2.87840  0.114
H22 -4.05321 2.82077 1.77542  0.111
H23 -1.70475 2.59092 1.07618  0.101
H24 1.71848 2.31491 3.06264  0.082
H25 2.74167 4.53372 2.86944  0.110
H26 2.70551 5.73716 0.70712  0.109
H27 1.59637 4.70976 -1.25062  0.109
H28 0.56997 2.49163 -1.07100  0.055

***

[4]
A 2-piece molecular cluster, C5H7Cl2N3O2S overall in a non-equilibrium geometry. Source: the OMol25 dataset; level of theory: wB97M-V/def2-TZVPD.

DFT total energy: -1827.9995 Ha
largest force on an atom: 5.9 eV Å⁻¹

Last column: Löwdin charge in e.
CARTESIAN COORDINATES (ANGSTROEM)
C1 -2.01282 0.21917 -1.20745  -0.595
C2 3.00912 1.43839 0.37378  -0.578
C3 -1.70211 -1.49391 0.47464  -0.027
C4 -2.04948 -0.26282 0.22115  -0.699
C5 1.71480 0.94140 -0.31250  -0.646
N1 1.10731 -0.24337 -0.31573  -0.508
N2 -3.08289 1.02103 -1.46137  0.127
N3 3.76610 0.50287 0.99562  0.164
O1 -1.09255 -0.03434 -1.93130  0.032
O2 3.21332 2.61344 0.27001  0.012
S1 1.60550 -1.65587 0.35188  0.553
Cl1 -2.78071 0.75904 1.39969  0.708
Cl2 0.88105 2.27104 -0.86243  0.840
H1 -1.83446 -2.13712 1.34804  0.087
H2 -1.22285 -2.03247 -0.39774  0.084
H3 0.33714 -0.44207 -1.08177  0.077
H4 -3.91195 0.85394 -0.82313  0.102
H5 -3.41537 1.17352 -2.45445  0.147
H6 3.58779 -0.43025 1.03447  -0.048
H7 4.67522 0.89271 1.42438  0.167

***

[5]
A 2-piece molecular cluster, C5H11NO2 overall in a non-equilibrium geometry. Source: the OMol25 dataset; level of theory: wB97M-V/def2-TZVPD.

DFT total energy: -402.0851 Ha
largest force on an atom: 4.4 eV Å⁻¹

Last column: Löwdin charge in e.
CARTESIAN COORDINATES (ANGSTROEM)
O1 -1.83853 -1.50191 -1.22839  0.001
C1 -2.87981 -1.19594 -0.54082  -0.321
N1 -2.79634 -0.39352 0.50227  0.139
C2 -1.61586 0.40323 0.54795  -0.297
C3 2.23072 -0.43358 0.82314  -0.382
C4 2.99582 -0.56508 -0.53818  -0.087
O2 1.26986 0.51214 0.64167  -0.084
C5 -1.36331 1.62245 -0.31137  -0.069
H1 -3.87458 -1.62414 -0.77537  0.127
H2 -0.41040 2.01762 0.05744  0.067
H3 -0.72317 -0.23862 0.51422  0.129
H4 1.76671 -1.38488 1.15047  0.132
H5 2.27372 -0.93498 -1.28732  0.072
H6 3.31505 0.46248 -0.84567  0.078
H7 3.88354 -1.22328 -0.47262  0.070
H8 2.95745 -0.15922 1.65284  0.126
H9 -2.12879 2.38908 -0.07326  0.087
H10 -1.40354 1.41727 -1.39266  0.087
H11 -1.65856 0.83090 1.57565  0.125

***

[6]
A single C17H10BF7O molecule in a non-equilibrium geometry. Source: the OMol25 dataset; level of theory: wB97M-V/def2-TZVPD.

DFT total energy: -1453.0116 Ha
largest force on an atom: 2.5 eV Å⁻¹

Last column: Löwdin charge in e.
CARTESIAN COORDINATES (ANGSTROEM)
F1 4.12152 0.38637 2.57912  0.052
C1 2.88267 0.96766 2.41452  -0.216
C2 2.31724 1.64979 3.48473  0.076
C3 1.05936 2.21717 3.27106  -0.222
F2 0.47314 2.90548 4.31137  0.049
C4 0.35969 2.05036 2.07901  0.044
C5 0.86814 1.18250 1.09296  -0.182
C6 -0.05566 0.70331 0.01171  -0.062
C7 0.38303 0.74874 -1.41937  -0.175
C8 -0.52334 1.23933 -2.37753  0.054
C9 -0.28078 1.01808 -3.72982  -0.215
F3 -1.23722 1.37128 -4.65458  0.054
C10 0.87830 0.39346 -4.19448  0.082
C11 1.83484 0.08276 -3.23678  -0.216
F4 2.98733 -0.55648 -3.63888  0.050
C12 1.65153 0.31898 -1.87133  0.049
C13 2.21502 0.77240 1.20238  0.049
H1 2.83846 1.75163 4.43091  0.138
H2 -0.61270 2.54110 1.94788  0.139
H3 -1.04569 1.13881 0.12193  0.136
H4 -1.43986 1.75583 -2.06653  0.140
H5 1.03613 0.18175 -5.24654  0.139
H6 2.46765 0.08439 -1.19936  0.097
H7 2.72208 0.22264 0.41905  0.101
C14 -0.49126 -1.08275 0.42298  -0.160
C15 -1.03468 -1.29708 1.72523  0.069
C16 -2.27195 -1.94377 1.56450  0.056
C17 -2.38743 -2.28038 0.21310  0.039
B1 -3.63420 -3.01288 -0.50498  -1.044
F5 -4.57745 -3.08603 0.52793  0.114
F6 -4.04757 -2.15272 -1.52732  0.127
F7 -3.14227 -4.26943 -0.87764  0.125
O1 -1.29573 -1.79892 -0.45212  0.104
H8 0.56500 -0.95762 0.16101  0.138
H9 -0.57175 -1.07470 2.68448  0.135
H10 -3.01160 -2.17104 2.33142  0.137